# 1
{"formula": "C7H12CrO3", "method": "wB97M-V/def2-TZVPD", "lumo_energy_ev": [-7.9, -7.9], "e_above_lowest_kcal_mol": 21.8, "total_charge": 2, "homo_lumo_gap_ev": [8.0, 8.0], "multiplicity": 5, "symbols": ["C", "C", "H", "H", "H", "H", "H", "O", "C", "O", "O", "C", "C", "C", "C", "Cr", "H", "H", "H", "H", "H", "H", "H"], "coordinates": [[-2.72317, 1.20390, 0.02426], [-3.67143, 1.78169, -0.75951], [-2.28737, -0.00866, -0.04807], [-2.37920, 1.69775, 0.93597], [-3.91282, 2.84193, -0.65525], [-4.16154, 1.21688, -1.55515], [-2.21250, 1.83804, -0.94524], [4.72290, 0.69808, 1.43434], [3.70709, 0.65253, 0.67759], [3.53474, 1.56119, -0.19019], [2.83065, -0.30142, 0.86979], [1.64143, -0.30614, 0.06564], [0.86068, -1.55958, 0.41905], [-0.31929, -1.78423, -0.45525], [-1.60463, -1.87927, -0.02518], [5.18549, 2.26801, 0.41877], [1.92627, -0.30175, -0.99439], [1.06162, 0.60059, 0.28119], [0.57536, -1.56899, 1.47963], [1.51481, -2.43577, 0.24457], [-0.13502, -1.77191, -1.53592], [-2.35444, -2.29468, -0.70397], [-1.79964, -2.14818, 1.01732]], "forces_ev_per_angstrom": [[2.0858, -3.3497, 1.0160], [-0.3008, 0.3924, -0.8147], [-1.4168, 3.2102, -0.1582], [0.0293, 0.2932, -0.3659], [-0.2488, -0.2330, 0.1796], [0.2720, 0.1943, -0.0889], [-0.6059, -0.3543, 0.2034], [0.4547, 0.3519, -0.2815], [-2.0256, -2.1183, 1.0894], [-0.1038, 0.5089, -0.7324], [0.9494, 0.4924, 0.1297], [-0.5867, 0.0250, -0.6008], [0.4256, -0.7596, 0.2827], [-1.5591, 1.0298, -0.1564], [1.2328, -1.9877, -0.2229], [1.1494, 0.7787, 0.1525], [-0.0704, 0.0173, 0.2226], [0.1771, -0.1278, -0.0121], [0.1043, 0.0716, -0.2562], [-0.0383, 0.3575, 0.2272], [-0.0108, -0.1272, 0.2754], [0.0529, 0.6265, -0.0716], [0.0335, 0.7079, -0.0170]], "mulliken_spin": [0.00, 0.00, 0.00, 0.00, 0.00, 0.00, 0.00, -0.04, 0.02, -0.03, -0.01, 0.00, 0.00, 0.00, 0.00, 4.07, 0.00, 0.00, 0.00, 0.00, 0.00, 0.00, 0.00]}

=====

# 2
{"formula": "C7H12FN2", "method": "wB97M-V/def2-TZVPD", "lumo_energy_ev": [-7.1, -7.1], "e_above_lowest_kcal_mol": 106.5, "total_charge": 1, "homo_lumo_gap_ev": [5.9, 5.9], "symbols": ["C", "C", "C", "C", "C", "C", "C", "N", "N", "F", "H", "H", "H", "H", "H", "H", "H", "H", "H", "H", "H", "H"], "coordinates": [[-2.10613, 2.24079, -0.38076], [-2.90224, 1.66905, -1.21031], [-0.07643, 0.89146, 0.56944], [1.02761, 1.31213, 1.50898], [1.85886, -1.26896, -0.75612], [-0.31066, -2.55675, -0.48026], [0.58353, -1.43750, 0.06742], [-0.17253, -0.24110, 0.05421], [-0.95456, 1.95901, 0.35802], [-3.63261, 0.99953, -1.99070], [-2.40196, 3.28152, -0.19210], [1.83903, 1.75618, 0.93368], [0.69082, 2.03352, 2.24834], [1.41148, 0.43890, 2.02824], [2.41551, -2.20047, -0.76443], [2.48515, -0.48901, -0.33239], [1.62572, -0.99732, -1.78241], [0.26936, -3.46336, -0.61620], [-0.71749, -2.25268, -1.44089], [-1.13410, -2.76426, 0.19854], [0.85611, -1.68607, 1.10526], [-0.65448, 2.77539, 0.87442]], "forces_ev_per_angstrom": [[0.9921, 0.1788, 0.8034], [0.0547, -2.5248, -1.0019], [1.4550, -2.2240, 0.2850], [0.0448, 0.0953, 0.0020], [-0.1460, 0.0468, 0.1292], [0.3233, 0.1785, 0.1666], [0.4432, -0.8032, 0.3262], [-2.4668, 2.2135, -1.0537], [-1.3088, 1.5169, -0.3987], [0.8805, 1.5669, 1.2780], [-0.3634, -0.0820, -0.2756], [0.0686, 0.0506, 0.0070], [0.0231, 0.0563, 0.1404], [0.0139, -0.0467, -0.0041], [0.0938, -0.0793, 0.0074], [0.1564, 0.0563, 0.0279], [-0.0894, 0.0024, -0.1217], [0.0337, -0.1760, 0.0115], [-0.0159, 0.0008, -0.1277], [-0.0617, 0.0012, 0.0348], [0.0748, 0.0258, -0.0894], [-0.2058, -0.0543, -0.1468]], "lowdin_charge": [-0.02, 0.18, -0.36, 0.01, -0.04, -0.06, -0.46, 0.13, 0.09, 0.30, 0.19, 0.10, 0.08, 0.09, 0.09, 0.07, 0.09, 0.08, 0.08, 0.08, 0.14, 0.14]}

=====

# 3
{"formula": "C7H12MnN4O3S", "method": "wB97M-V/def2-TZVPD", "lumo_energy_ev": [-8.7, -8.8], "e_above_lowest_kcal_mol": 0.0, "total_charge": 2, "homo_lumo_gap_ev": [7.7, 7.5], "multiplicity": 6, "symbols": ["Mn", "O", "C", "O", "C", "O", "N", "C", "C", "H", "H", "H", "H", "C", "C", "H", "H", "H", "N", "N", "C", "N", "S", "H", "H", "H", "H", "H"], "coordinates": [[0.17392, 1.49540, 2.29340], [0.17300, 1.40744, -0.22490], [0.12165, 1.10903, -1.43699], [1.95338, -0.89304, -0.03935], [1.62468, -0.91825, -1.20276], [2.10539, -1.81783, -2.10994], [0.69949, -0.06110, -1.91651], [1.56665, -1.54254, -3.44918], [0.67853, -0.33794, -3.33725], [0.98927, -2.39477, -3.81530], [2.36752, -1.32757, -4.15844], [-0.34484, -0.53073, -3.66060], [1.08916, 0.53125, -3.85705], [-0.55870, 1.94617, -2.45526], [-1.08283, 3.14358, -2.01841], [-0.59748, 1.62264, -3.52248], [-0.90574, 3.43999, -0.97870], [-1.65590, 3.78322, -2.71643], [-0.89320, -0.60362, 2.04362], [-1.26387, -0.89619, 3.41974], [-0.35444, -0.65331, 4.39811], [-0.82078, -0.89103, 5.65158], [1.18870, -0.00981, 4.06357], [-0.48327, -1.45301, 1.57810], [-1.79735, -0.48082, 1.54212], [-1.98941, -1.62356, 3.59868], [-0.27978, -0.66676, 6.47933], [-1.70374, -1.37684, 5.83128]], "forces_ev_per_angstrom": [[0.7400, -1.9276, -1.3794], [-0.1854, 0.0650, 0.7987], [0.6494, -0.8879, 0.1735], [-0.9630, 0.2530, -1.3694], [0.4734, -0.5613, -0.3285], [-0.8817, 1.2333, 0.0348], [-0.0611, 1.0159, 1.5140], [0.3526, -0.6842, -0.2808], [-0.1429, 0.5302, 0.0542], [0.3738, -0.1427, 0.3686], [0.2222, -0.3589, 0.4086], [0.1379, -0.0243, -0.1386], [-0.0560, -0.3031, -0.2071], [-0.8296, 1.8994, 0.5006], [0.6195, -1.7802, -1.2288], [-0.2204, 0.4646, 1.3094], [-0.3310, -0.0018, -0.5323], [0.5533, -0.3151, 0.6536], [-1.3117, -0.7285, 0.1818], [-0.1597, -0.7561, -0.8761], [-1.4851, -0.0706, 1.6275], [0.6152, -0.1400, -1.1381], [-0.2681, 1.0053, -0.2209], [0.1681, 1.0484, 0.6545], [0.6360, 0.0392, 0.4527], [0.7142, 0.8762, -0.4372], [0.1989, -0.0621, -0.3471], [0.4411, 0.3139, -0.2479]], "mulliken_spin": [4.95, 0.00, 0.00, 0.00, 0.00, 0.00, 0.00, 0.00, 0.00, 0.00, 0.00, 0.00, 0.00, 0.00, 0.00, 0.00, 0.00, 0.00, 0.03, -0.01, 0.00, 0.00, 0.03, 0.00, 0.00, 0.00, 0.00, 0.00]}

=====

# 4
{"formula": "C7H12N", "method": "wB97M-V/def2-TZVPD", "lumo_energy_ev": -5.1, "smiles": "C=[NH+]C[C@H]1CC=C1C", "e_above_lowest_kcal_mol": 42.3, "total_charge": 1, "homo_lumo_gap_ev": 7.9, "symbols": ["C", "N", "C", "C", "C", "C", "C", "C", "H", "H", "H", "H", "H", "H", "H", "H", "H", "H", "H", "H"], "coordinates": [[2.33367, 0.68535, 0.81938], [1.88028, -0.31067, 0.16966], [1.09080, -0.24815, -1.01984], [-0.39581, -0.60790, -0.78072], [-0.76414, -1.72953, 0.22978], [-1.60622, -0.68172, 0.90711], [-1.24710, 0.30449, 0.07579], [-1.58435, 1.73224, -0.09218], [2.16502, 1.68927, 0.45285], [2.89069, 0.55596, 1.73569], [2.03685, -1.25725, 0.52153], [1.49793, -0.96816, -1.73470], [1.13715, 0.75756, -1.44168], [-0.83093, -0.77433, -1.76756], [-1.31618, -2.56524, -0.19632], [0.04923, -2.12701, 0.83510], [-2.29920, -0.75789, 1.72236], [-0.69320, 2.34579, -0.21823], [-2.14477, 2.09363, 0.76526], [-2.19972, 1.86355, -0.98328]], "forces_ev_per_angstrom": [[-0.1217, -0.1165, -0.0249], [0.5800, 0.0636, 0.9705], [-1.2871, -0.1447, -1.2331], [0.3144, 0.1384, -0.0393], [-0.2014, -0.2464, -0.0704], [0.2735, 0.2717, -0.2308], [0.1212, -0.2298, 0.3049], [-0.2074, -0.0046, -0.0419], [-0.0939, -0.0030, -0.1365], [0.0388, -0.2244, 0.0504], [0.0626, 0.2610, 0.1257], [0.1616, 0.1609, 0.0849], [0.2220, -0.0687, 0.0434], [0.0768, -0.0380, -0.0602], [0.0829, -0.0943, -0.0536], [0.1251, -0.1226, 0.0593], [-0.1774, 0.0644, 0.2630], [0.0613, 0.1209, -0.0020], [-0.0242, 0.1104, 0.0405], [-0.0069, 0.1016, -0.0501]], "lowdin_charge": [0.21, 0.05, -0.10, -0.23, -0.11, 0.01, -0.27, -0.03, 0.13, 0.13, 0.18, 0.15, 0.14, 0.16, 0.12, 0.10, 0.11, 0.07, 0.09, 0.09]}

=====

no.,total energy (eV),molecular weight (g mol⁻¹)
1,-41997.030,196.17
2,-13139.366,143.19
3,-61695.671,287.20
4,-8935.166,110.18